A cluster of 13 separate species, C57H147N21O13P4 in total. Source: OMol25; level of theory: ωB97M-V with the def2-TZVPD basis set.

Structure (ORCA input):
```
! RIJCOSX wB97M-V def2-TZVPD def2/J DEFGRID3
* xyz 0 1
C 1.44 3.35 -4.75
O 0.92 3.28 -3.65
N 1.36 2.36 -5.66
C 1.98 2.50 -6.94
C 0.61 1.16 -5.35
H 2.01 4.25 -5.04
H 2.88 3.13 -6.83
H 1.38 3.00 -7.71
H 2.35 1.56 -7.35
H 0.35 0.65 -6.27
H 1.26 0.43 -4.85
H -0.23 1.37 -4.69
C -9.06 1.38 1.19
O -8.65 0.26 1.36
N -8.43 2.33 0.46
C -7.12 2.12 -0.08
C -9.01 3.64 0.26
H -10.00 1.74 1.63
H -6.73 1.14 0.18
H -6.44 2.93 0.19
H -7.05 2.05 -1.18
H -8.57 4.42 0.89
H -9.03 3.91 -0.79
H -10.06 3.64 0.55
C 3.70 5.55 2.37
O 3.17 4.46 2.56
N 4.18 6.34 3.36
C 4.48 7.74 3.14
C 3.99 5.92 4.74
H 3.81 5.99 1.37
H 3.72 8.41 3.54
H 4.56 7.93 2.07
H 5.42 7.98 3.63
H 3.89 4.84 4.81
H 4.83 6.27 5.34
H 3.08 6.39 5.15
C 1.24 -4.00 2.58
O 1.73 -3.60 3.63
N -0.06 -3.96 2.26
C -0.58 -4.69 1.11
C -1.06 -3.40 3.16
H 1.86 -4.43 1.78
H -1.02 -5.63 1.44
H 0.25 -4.99 0.47
H -1.29 -4.04 0.60
H -1.62 -4.20 3.63
H -0.60 -2.73 3.88
H -1.71 -2.78 2.53
C -7.33 5.18 -3.06
O -8.53 5.20 -3.13
N -6.51 4.27 -3.64
C -5.07 4.43 -3.53
C -7.05 3.04 -4.18
H -6.69 5.94 -2.56
H -4.74 4.17 -2.52
H -4.85 5.48 -3.72
H -4.59 3.77 -4.25
H -6.73 2.95 -5.23
H -6.69 2.13 -3.70
H -8.13 3.11 -4.21
C 3.04 7.84 -0.84
O 3.00 8.34 0.27
N 2.27 6.83 -1.29
C 2.47 6.20 -2.58
C 1.21 6.27 -0.49
H 3.79 8.16 -1.59
H 2.64 5.13 -2.49
H 3.30 6.60 -3.16
H 1.48 6.28 -3.04
H 0.33 6.03 -1.09
H 1.54 5.38 0.05
H 0.92 7.00 0.27
C -0.75 -3.55 -4.66
O -0.90 -2.37 -4.48
N -1.19 -4.57 -3.88
C -1.04 -5.94 -4.29
C -1.97 -4.28 -2.70
H -0.25 -3.96 -5.56
H -0.38 -6.08 -5.15
H -2.02 -6.34 -4.60
H -0.70 -6.52 -3.43
H -2.03 -3.27 -2.33
H -2.98 -4.70 -2.71
H -1.45 -4.73 -1.84
C -5.85 3.37 5.37
O -5.54 3.36 6.54
N -5.00 3.52 4.33
C -3.63 3.92 4.55
C -5.42 3.38 2.97
H -6.90 3.31 5.04
H -3.48 4.90 4.08
H -2.93 3.27 4.03
H -3.43 3.97 5.61
H -4.88 2.56 2.47
H -6.44 2.99 2.92
H -5.24 4.29 2.39
O -1.99 0.70 1.66
P -1.29 1.25 0.49
N -2.27 2.16 -0.53
C -1.68 2.70 -1.74
C -3.71 2.02 -0.60
N -0.60 0.12 -0.51
C -1.44 -0.59 -1.47
C 0.40 -0.74 0.11
N -0.05 2.25 0.84
C 0.84 2.78 -0.17
C -0.14 3.07 2.05
H -0.82 2.12 -2.07
H -1.41 3.75 -1.62
H -2.43 2.69 -2.54
H -4.05 1.21 -1.26
H -4.10 2.96 -0.98
H -4.14 1.83 0.38
H -2.33 -1.01 -0.97
H -1.76 0.08 -2.27
H -0.90 -1.40 -1.96
H 0.89 -1.39 -0.62
H 1.18 -0.16 0.62
H -0.02 -1.38 0.90
H 0.33 3.49 -0.82
H 1.70 3.31 0.23
H 1.23 1.94 -0.75
H 0.84 3.48 2.29
H -0.37 2.45 2.92
H -0.90 3.86 1.99
O -3.54 -4.60 0.59
P -4.84 -3.97 0.91
N -4.91 -2.40 0.45
C -5.18 -2.12 -0.95
C -4.48 -1.23 1.29
N -5.15 -3.98 2.53
C -4.58 -5.01 3.39
C -6.30 -3.25 3.09
N -6.08 -4.75 0.14
C -5.81 -5.95 -0.66
C -7.46 -4.27 0.12
H -6.24 -2.14 -1.22
H -4.62 -2.84 -1.56
H -4.78 -1.13 -1.20
H -5.36 -0.61 1.45
H -3.72 -0.73 0.71
H -4.05 -1.63 2.20
H -3.50 -5.05 3.30
H -4.82 -4.83 4.44
H -4.99 -5.99 3.12
H -7.17 -3.91 3.15
H -6.04 -2.88 4.08
H -6.57 -2.40 2.47
H -4.74 -5.94 -0.90
H -6.01 -6.87 -0.10
H -6.36 -5.89 -1.60
H -7.95 -4.61 -0.80
H -7.49 -3.20 0.26
H -8.00 -4.73 0.95
O 2.35 -6.02 0.29
P 3.17 -6.02 -0.92
N 2.67 -4.92 -2.07
C 3.01 -4.98 -3.48
C 1.73 -3.87 -1.75
N 3.11 -7.43 -1.77
C 3.73 -8.57 -1.17
C 1.95 -7.69 -2.63
N 4.75 -5.69 -0.61
C 5.18 -5.60 0.79
C 5.80 -5.62 -1.59
H 3.54 -4.08 -3.79
H 2.05 -5.00 -4.03
H 3.52 -5.90 -3.73
H 1.56 -3.78 -0.68
H 0.75 -3.96 -2.22
H 2.12 -2.87 -2.00
H 3.22 -8.94 -0.26
H 3.87 -9.43 -1.84
H 4.73 -8.32 -0.81
H 2.27 -8.03 -3.61
H 1.30 -8.41 -2.11
H 1.39 -6.77 -2.70
H 6.20 -5.98 0.90
H 5.13 -4.57 1.16
H 4.49 -6.13 1.45
H 6.57 -6.38 -1.44
H 6.23 -4.61 -1.59
H 5.39 -5.78 -2.59
O 6.82 0.77 -1.39
P 5.53 1.17 -1.96
N 4.44 -0.07 -2.02
C 3.03 0.10 -2.31
C 4.97 -1.42 -2.23
N 5.71 1.82 -3.47
C 4.58 1.88 -4.40
C 7.04 1.83 -4.08
N 4.68 2.30 -1.08
C 4.35 1.90 0.31
C 4.90 3.71 -1.26
H 2.44 -0.31 -1.48
H 2.78 -0.47 -3.21
H 2.78 1.15 -2.39
H 5.89 -1.54 -1.66
H 5.18 -1.58 -3.30
H 4.21 -2.13 -1.91
H 3.81 2.43 -3.86
H 4.84 2.46 -5.29
H 4.28 0.89 -4.75
H 7.22 0.89 -4.62
H 7.07 2.66 -4.79
H 7.80 2.01 -3.33
H 5.27 1.62 0.83
H 3.87 2.74 0.80
H 3.70 1.03 0.26
H 5.81 4.07 -0.75
H 4.10 4.32 -0.83
H 4.97 3.97 -2.32
C 5.20 -2.14 4.12
C 4.68 -0.79 4.62
C 5.16 0.24 3.64
C 4.49 1.60 3.84
C 3.00 1.42 3.69
C 2.43 0.35 4.62
N 3.23 -0.86 4.51
O 2.70 -1.85 5.39
C 2.30 0.92 6.03
C 1.02 0.05 4.12
C 5.28 -0.61 6.04
H 4.94 -2.97 4.79
H 6.30 -2.16 4.11
H 4.84 -2.39 3.12
H 6.24 0.39 3.57
H 4.87 -0.05 2.62
H 4.91 2.36 3.18
H 4.75 2.08 4.80
H 2.72 1.25 2.64
H 2.55 2.40 3.89
H 3.21 1.47 6.31
H 1.48 1.62 6.18
H 2.19 0.13 6.77
H 1.00 -0.34 3.10
H 0.53 -0.70 4.73
H 0.43 0.96 4.11
H 4.62 0.03 6.61
H 6.23 -0.08 5.98
H 5.50 -1.56 6.52
H 2.34 -2.46 4.71
*
```

E_tot ... -156564.048 eV
Max |F| ... 2.1 eV/Å
Lowest unoccupied orbital energy ... 0.0597 eV
Frontier orbital gap ... 0.2722 hartree